Formula: C26H46CrIN2O3
Source: the Open Molecules 2025 dataset
Level of theory: wB97M-V/def2-TZVPD

E_LUMO (spin up / spin down), eV: -2.119 / -2.166
ΔE to the lowest compared entry with this formula, charge and spin, kJ/mol: 0.0
Largest force on an atom, eV/A: 2.1
Expectation value of S²: 6.04
HOMO level (spin up / spin down), Eh: -0.360 / -0.404
Gap between HOMO and LUMO (spin up / spin down), eV: 7.69 / 8.83

Structure (ORCA input):
```
! wB97M-V def2-TZVPD RIJCOSX def2/J DEFGRID3
* xyz 1 5
Cr -0.17831 0.10028 -0.32941
C 0.15783 1.54077 1.31138
C 0.56135 0.24237 1.75983
C 1.67418 -0.17311 0.87836
C 1.88456 0.90864 -0.04014
C 0.93155 1.96088 0.18530
C 1.05108 3.37750 -0.31184
C 0.82963 4.26448 0.92906
C 2.44139 3.61351 -0.86132
C 0.03450 3.73231 -1.38813
C 2.73997 -1.23396 1.06392
C 3.76770 -0.76901 2.13097
C 2.26825 -2.68812 1.35333
C 3.58698 -1.30343 -0.24129
C 0.03744 -0.39217 3.02116
C -0.66093 -1.68613 2.58993
C 1.14652 -0.55251 4.06330
C -0.99456 0.57224 3.67615
H -0.60340 2.12080 1.77772
H 2.67282 0.92164 -0.76253
H 1.41885 3.93988 1.78117
H -0.22594 4.21236 1.28803
H 1.06040 5.28782 0.72310
H 3.25292 3.36804 -0.17114
H 2.58257 4.65574 -1.13673
H 2.60026 3.05478 -1.77966
H -0.99809 3.63459 -1.05017
H 0.17141 3.08733 -2.26464
H 0.14527 4.74629 -1.67148
H 3.42028 -0.88346 3.15018
H 4.07971 0.23797 1.92166
H 4.65680 -1.38921 2.04148
H 1.79834 -2.82849 2.33827
H 3.19172 -3.29295 1.34881
H 1.62166 -3.05868 0.57041
H 4.14218 -0.39598 -0.40401
H 2.94516 -1.44116 -1.09810
H 4.27249 -2.16687 -0.13574
H 0.03314 -2.39961 2.12881
H -1.46889 -1.48518 1.87053
H -1.11133 -2.17108 3.46036
H 1.75758 -1.46303 3.94851
H 0.67446 -0.61590 5.02718
H 1.85211 0.29693 4.08552
H -1.87018 0.76059 3.05333
H -0.50707 1.52979 3.93314
H -1.32839 0.13529 4.62714
C -4.82028 -2.13387 0.25467
O -3.43860 -2.47451 0.27277
C -3.07651 -3.02155 -1.00166
C -1.57594 -3.32210 -1.02869
O -0.75787 -2.17405 -1.29962
C 0.25730 -2.35688 -2.27678
C 0.06731 -1.46860 -3.51092
O 0.44222 -0.09885 -3.25179
C 1.01688 0.50273 -4.42360
H -5.42851 -3.05331 0.36600
H -5.12268 -1.60473 -0.68020
H -5.06888 -1.52831 1.13721
H -3.34402 -2.34120 -1.80783
H -3.62543 -3.98469 -1.12432
H -1.36845 -4.12312 -1.76557
H -1.32671 -3.72364 -0.05412
H 0.20619 -3.39535 -2.61641
H 1.25396 -2.17034 -1.81936
H -0.98735 -1.52231 -3.80752
H 0.70811 -1.87240 -4.28776
H 0.31057 0.40670 -5.25819
H 1.97993 0.04359 -4.67613
H 1.12984 1.56420 -4.18085
I -5.66765 2.79213 -0.15874
C -3.95211 1.94281 -0.89888
C -3.59063 1.65050 -2.22496
N -2.41184 0.99638 -2.15726
N -1.92504 0.93784 -0.87366
C -2.86815 1.50856 -0.10198
H -4.06058 1.79953 -3.17026
H -1.77754 0.72328 -2.91986
H -2.69356 1.58879 0.95451
*
```

=====

Formula: C26H46DyOP2
Source: the Open Molecules 2025 dataset
Level of theory: wB97M-V/def2-TZVPD

E_LUMO (spin up / spin down), eV: -2.872 / -2.728
Largest force on an atom, eV/A: 2.7
Expectation value of S²: 9.35
HOMO level (spin up / spin down), Eh: -0.349 / -0.352
Gap between HOMO and LUMO (spin up / spin down), eV: 6.62 / 6.86

Structure (ORCA input):
```
! wB97M-V def2-TZVPD RIJCOSX def2/J DEFGRID3
* xyz 1 6
Dy -1.41492 -0.67236 1.46263
C -2.22552 1.09538 3.01078
C -2.82101 1.44127 1.75457
C -3.75742 -0.55881 2.45518
C -2.83015 -0.13256 3.46196
C -3.73641 0.40562 1.39467
C -1.20417 1.87594 3.76182
H -0.72672 2.62582 3.12300
H -0.40357 1.23566 4.15923
H -1.65571 2.39932 4.61898
C -2.52045 -0.85199 4.73131
H -1.65030 -0.40828 5.22540
H -2.28657 -1.91318 4.55879
H -3.36750 -0.81219 5.43335
C -4.64234 -1.75287 2.52058
H -5.44258 -1.61846 3.26607
H -4.08215 -2.66300 2.77397
H -5.11916 -1.93160 1.55211
C -4.63889 0.39665 0.21178
H -5.64918 0.74673 0.48311
H -4.74670 -0.60965 -0.21565
H -4.26550 1.05506 -0.58041
C -2.57245 2.67245 0.96064
H -3.33850 3.43180 1.17845
H -2.61535 2.47236 -0.11752
H -1.59275 3.10944 1.18125
C 4.92542 0.70374 -1.59587
C 4.65482 1.99815 -1.34881
C 4.55915 3.08444 -2.37555
C 4.07637 2.66677 -3.78908
C 2.81773 1.85283 -3.82375
C 2.71508 0.52210 -3.75780
C 3.84133 -0.45650 -3.61633
C 5.13044 0.07454 -2.94051
H 5.53959 3.57635 -2.49949
H 4.90128 2.19776 -4.34084
H 3.87973 3.86536 -1.99862
H 5.67673 0.71791 -3.64221
H 5.10910 0.02278 -0.75563
H 4.62597 2.34786 -0.31082
H 5.77058 -0.80679 -2.77239
H 3.48368 -1.32620 -3.04112
H 1.72952 0.05887 -3.90966
H 4.12068 -0.84864 -4.60918
H 3.84629 3.60514 -4.31890
H 1.91357 2.45508 -3.99144
P 1.01091 0.32189 0.54083
P -1.45506 -1.20560 -1.26560
C 1.37575 -0.53981 -1.06596
C 0.33598 -1.53077 -1.64446
H 2.33141 -1.06694 -0.92330
H 1.56263 0.26179 -1.79275
H 0.40096 -1.55065 -2.74211
H 0.56020 -2.55113 -1.29654
C -2.36596 -2.72853 -1.69123
H -3.44122 -2.50856 -1.64329
H -2.15358 -3.52485 -0.96646
H -2.11581 -3.07164 -2.70316
C -1.96271 -0.11001 -2.63609
H -1.60337 -0.51775 -3.59260
H -1.54651 0.89451 -2.48058
H -3.05960 -0.03299 -2.66032
C 2.30296 -0.36017 1.64656
H 2.10983 0.02162 2.65771
H 3.30610 -0.04729 1.32505
H 2.23826 -1.45420 1.67994
C 1.60158 2.04911 0.39528
H 0.87997 2.63857 -0.18541
H 2.59491 2.11953 -0.07808
H 1.65179 2.48234 1.40567
C -1.57478 -4.60331 2.99839
C -1.63027 -3.21834 2.46288
O -0.63125 -2.69251 1.91655
H -0.70276 -4.72087 3.66730
H -1.53852 -5.33056 2.16752
H -2.49292 -4.77296 3.57619
*
```

=====

Formula: C26H46F2O16
Source: the Open Molecules 2025 dataset
Level of theory: wB97M-V/def2-TZVPD

E_LUMO, eV: 0.586
Structure (SMILES): O=C1OC[C@@H](F)O1.O=C1OC[C@@H](F)O1.CCOC(C)=O.CCOC(C)=O.CCOC(C)=O.CCOC(C)=O.CCOC(C)=O
Largest force on an atom, eV/A: 3.0
HOMO level, Eh: -0.375
Gap between HOMO and LUMO, eV: 10.79

Structure (ORCA input):
```
! wB97M-V def2-TZVPD RIJCOSX def2/J DEFGRID3
* xyz 0 1
O 4.52358 -1.40760 0.33831
C 4.55379 -0.26703 0.56471
O 4.66336 0.32871 1.73728
C 4.26033 1.74677 1.58226
C 4.46731 1.96812 0.12003
F 5.69857 2.33763 -0.12581
O 4.40083 0.65861 -0.49838
H 3.21986 1.83609 1.86262
H 4.94002 2.30733 2.21928
H 3.73159 2.65279 -0.27170
O 1.54782 3.20478 0.85681
C 0.93358 2.45978 0.13012
O 0.05755 2.77949 -0.82548
C -0.44210 1.50923 -1.39525
C 0.44124 0.44854 -0.75954
F 1.38929 0.00778 -1.63465
O 1.11790 1.08647 0.28108
H -1.47857 1.36663 -1.04376
H -0.22823 1.50399 -2.47399
H -0.05095 -0.47901 -0.34662
C 1.10090 4.87070 5.44003
C 0.83662 4.55034 3.94737
O 0.25565 3.24013 3.73149
C -1.10860 3.20568 3.90569
C -1.50429 1.76567 4.19983
O -1.84178 4.16178 3.88617
H 1.37100 4.00827 5.99165
H 0.20639 5.39266 5.80856
H 1.95092 5.58264 5.41583
H 0.18851 5.29201 3.48464
H 1.78975 4.61924 3.41556
H -2.56586 1.72071 4.24406
H -1.11608 1.46323 5.19011
H -1.03579 1.14961 3.45389
C 0.67365 -6.02362 2.58282
C 0.63148 -4.52450 2.36102
O 1.32597 -4.27763 1.14279
C 1.04978 -3.14842 0.42989
C 1.76927 -3.20755 -0.84997
O 0.22493 -2.33228 0.84119
H 0.13573 -6.39940 1.76147
H 0.35881 -6.43788 3.50196
H 1.70412 -6.30879 2.45503
H -0.38668 -4.15824 2.23271
H 1.02077 -3.94631 3.20139
H 1.13467 -2.67072 -1.61715
H 2.10139 -4.25949 -1.04853
H 2.68128 -2.60537 -0.59528
C -4.59847 5.09334 1.96158
C -3.88093 4.09905 1.12353
O -4.88263 3.04010 0.84448
C -4.30211 1.93058 0.43793
C -5.20713 0.73382 0.27449
O -3.11918 1.84759 0.14213
H -4.69461 4.62687 2.97306
H -5.60215 5.20765 1.52083
H -4.05224 6.02114 2.04805
H -3.49006 4.51877 0.19782
H -3.05427 3.61227 1.62225
H -5.02867 0.38032 -0.78349
H -6.27428 0.94872 0.43298
H -4.89315 0.02907 1.02966
C -2.96715 -3.12109 -3.42689
C -1.68831 -2.45283 -3.01630
O -1.88769 -1.87531 -1.71289
C -1.98847 -2.77812 -0.69632
C -2.54160 -2.14456 0.53735
O -1.76374 -3.96498 -0.83747
H -3.79564 -2.43941 -3.05375
H -3.03227 -4.09307 -2.99582
H -3.04082 -3.26368 -4.53035
H -0.93356 -3.25580 -2.93770
H -1.38786 -1.69311 -3.68374
H -2.74233 -1.11439 0.41217
H -1.91317 -2.24548 1.44304
H -3.38585 -2.66210 0.93214
C 4.33221 -1.83217 -3.84563
C 3.05796 -2.58941 -4.23843
O 2.50926 -1.89424 -5.32541
C 1.31269 -1.22619 -5.19862
C 1.06095 -0.55940 -6.54005
O 0.67691 -1.23598 -4.16483
H 5.05152 -1.88552 -4.67572
H 4.68855 -2.23071 -2.89933
H 4.07755 -0.84130 -3.65111
H 3.32211 -3.61012 -4.53550
H 2.33998 -2.59379 -3.45303
H -0.00244 -0.58155 -6.79120
H 1.73104 -1.14248 -7.19539
H 1.29081 0.46596 -6.57608
*
```

=====

Formula: C26H46FN4O2
Source: the Open Molecules 2025 dataset
Level of theory: wB97M-V/def2-TZVPD

E_LUMO, eV: -2.649
Largest force on an atom, eV/A: 3.7
HOMO level, Eh: -0.354
Gap between HOMO and LUMO, eV: 6.99

Structure (ORCA input):
```
! wB97M-V def2-TZVPD RIJCOSX def2/J DEFGRID3
* xyz 1 1
C 1.44352 -3.29460 3.21514
C 1.40553 -2.74789 1.95924
C 1.33039 -1.19190 1.63790
C -0.16984 -0.82142 1.40328
F -0.73692 -1.98342 0.80876
C -0.41095 0.31368 0.31295
O 0.37436 0.09080 -0.86279
C 1.49068 1.00116 -0.92377
C 1.12838 2.45213 -1.42172
N -1.81103 0.36092 -0.15644
C -2.80172 0.22191 0.94047
C -4.00201 1.19512 0.68715
C -5.41446 0.61332 0.99052
C -5.75017 -0.77598 1.19768
C -7.11647 -1.24804 1.49408
C -8.16246 -0.25298 1.61432
C -9.60949 -0.74159 1.97778
C -7.87580 1.16647 1.40959
C -6.52750 1.58172 1.09440
C -2.11456 0.45569 2.36325
O -3.16555 0.28787 3.31074
N -1.00765 -0.54319 2.61195
C -0.29741 -0.20212 3.88080
C 0.46202 1.15272 3.91092
C 0.57519 1.84000 5.33363
N 1.02071 1.72493 2.92307
H 0.68143 -3.04846 4.00426
H 2.20243 -4.06371 3.48143
H 1.47637 -3.42904 1.07490
H 1.89309 -1.10361 0.66764
H 1.89156 -0.57274 2.36842
H -0.15150 1.34057 0.67542
H 2.19797 0.57334 -1.69130
H 2.04428 0.97050 0.05074
H 2.04482 2.85034 -1.94051
H 0.25209 2.49300 -2.10852
H 1.00905 3.09861 -0.50803
H -1.93843 1.26704 -0.60882
H -3.10221 -0.86729 0.94500
H -3.86224 2.06667 1.39578
H -4.01775 1.63468 -0.34185
H -4.96767 -1.56242 1.14114
H -7.31294 -2.33920 1.61967
H -9.78565 -0.50057 3.05786
H -9.66646 -1.84626 1.83106
H -10.31817 -0.17848 1.31899
H -8.71780 1.88649 1.52155
H -6.32076 2.66624 0.92501
H -1.76135 1.51459 2.36737
H -3.18568 1.03887 3.92692
H -1.52771 -1.42025 2.81631
H 0.43217 -0.99102 4.22293
H -1.06167 -0.15834 4.70731
H 1.24169 2.74589 5.29166
H -0.41322 2.19117 5.72253
H 1.09414 1.13519 6.04547
H 1.46164 2.60884 3.18708
C 6.52177 -0.97728 -6.60178
C 6.48867 -0.71378 -5.10230
N 5.49023 0.26706 -4.70162
C 5.64502 0.71522 -3.32500
C 5.44174 -0.31764 -2.21289
C 4.12146 -0.00471 -5.11882
C 3.48440 -1.32124 -4.66650
H 6.67034 -0.05288 -7.16237
H 7.34812 -1.65068 -6.83905
H 5.60512 -1.45588 -6.95317
H 7.47761 -0.33673 -4.82204
H 6.35855 -1.66996 -4.57700
H 4.97301 1.56207 -3.14652
H 6.65222 1.13065 -3.21958
H 4.38645 -0.54825 -2.06355
H 5.81578 0.08553 -1.26749
H 5.98015 -1.24705 -2.40377
H 4.08525 0.03083 -6.21163
H 3.47898 0.82477 -4.80501
H 4.15945 -2.17227 -4.77149
H 2.60243 -1.53043 -5.27780
H 3.14498 -1.27327 -3.63099
*
```